(1)
A 10-piece molecular cluster, C28H64Cl12O8 overall in a non-equilibrium geometry. Source: the Open Molecules 2025 dataset; level of theory: wB97M-V/def2-TZVPD.

Each line ends with the Löwdin charge.
Geometry (Å):
C1 4.624 3.245 5.818  -0.12
O1 5.561 2.208 5.522  -0.21
C2 6.504 2.490 4.499  -0.20
C3 5.893 2.480 3.102  -0.21
O2 5.211 3.640 2.710  -0.21
C4 5.990 4.587 2.000  -0.09
H1 4.713 3.508 6.872  0.04
H2 3.621 2.867 5.610  0.07
H3 4.814 4.152 5.241  0.07
H4 7.195 1.645 4.556  0.12
H5 7.120 3.363 4.740  0.13
H6 5.190 1.648 3.047  0.13
H7 6.746 2.299 2.431  0.12
H8 6.653 5.074 2.721  0.09
H9 5.323 5.320 1.556  0.07
H10 6.585 4.123 1.209  0.09
C5 -1.671 5.736 8.119  -0.12
O3 -1.272 5.901 9.472  -0.19
C6 -1.620 7.155 10.030  -0.20
C7 -1.056 8.363 9.302  -0.23
O4 -1.166 9.449 10.176  -0.18
C8 -0.827 10.705 9.611  -0.09
H11 -0.800 5.978 7.508  0.06
H12 -2.499 6.363 7.773  0.07
H13 -2.034 4.726 7.929  0.08
H14 -1.225 7.067 11.046  0.13
H15 -2.703 7.264 10.170  0.13
H16 -1.617 8.494 8.367  0.12
H17 -0.014 8.176 9.016  0.12
H18 -0.547 11.374 10.422  0.09
H19 -1.744 11.101 9.158  0.09
H20 -0.033 10.648 8.865  0.09
C9 -5.225 1.968 -2.053  -0.11
O5 -4.309 1.167 -1.339  -0.18
C10 -4.158 1.559 0.019  -0.21
C11 -3.552 2.939 0.155  -0.19
O6 -2.323 3.082 -0.561  -0.21
C12 -1.218 2.410 -0.007  -0.11
H21 -5.275 1.550 -3.059  0.09
H22 -4.905 3.008 -2.151  0.08
H23 -6.222 1.891 -1.605  0.09
H24 -3.584 0.746 0.459  0.09
H25 -5.126 1.520 0.537  0.13
H26 -3.352 3.203 1.199  0.10
H27 -4.138 3.742 -0.287  0.12
H28 -0.422 2.289 -0.742  0.09
H29 -1.403 1.454 0.488  0.07
H30 -0.761 3.045 0.768  0.08
C13 -0.290 3.095 5.839  -0.11
O7 0.384 4.008 5.008  -0.19
C14 0.894 3.266 3.915  -0.20
C15 1.540 4.153 2.889  -0.20
O8 0.616 4.887 2.133  -0.21
C16 1.219 5.786 1.242  -0.16
H31 -0.673 3.506 6.771  0.07
H32 0.352 2.259 6.144  0.05
H33 -1.123 2.701 5.253  0.05
H34 0.091 2.696 3.420  0.10
H35 1.574 2.507 4.317  0.12
H36 2.109 3.506 2.210  0.13
H37 2.238 4.810 3.427  0.14
H38 1.860 6.533 1.720  0.02
H39 0.396 6.336 0.789  0.06
H40 1.838 5.268 0.501  0.06
Cl1 3.559 5.998 7.362  0.59
C17 1.937 5.823 8.098  -0.66
C18 2.021 5.413 9.556  -0.62
Cl2 2.659 3.741 9.584  0.55
H41 1.358 5.093 7.537  0.05
H42 1.428 6.774 7.946  0.04
H43 1.048 5.346 10.035  0.05
H44 2.649 6.079 10.142  0.07
Cl3 1.520 10.240 1.380  0.57
C19 2.610 10.535 -0.009  -0.65
C20 3.825 9.651 -0.067  -0.59
Cl4 3.396 7.889 0.079  0.56
H45 2.954 11.567 -0.072  0.08
H46 1.980 10.365 -0.880  0.07
H47 4.494 9.853 0.765  0.07
H48 4.318 9.701 -1.031  0.07
Cl5 -2.551 1.353 3.285  0.62
C21 -2.836 -0.406 3.252  -0.64
C22 -3.621 -0.927 4.434  -0.63
Cl6 -2.739 -0.561 5.961  0.53
H49 -1.836 -0.835 3.279  0.07
H50 -3.279 -0.670 2.294  0.07
H51 -3.778 -2.000 4.335  0.08
H52 -4.612 -0.488 4.530  0.07
Cl7 2.287 0.643 7.418  0.57
C23 4.035 0.555 7.726  -0.67
C24 4.377 -0.581 8.667  -0.64
Cl8 3.830 -0.203 10.330  0.53
H53 4.376 1.504 8.130  0.05
H54 4.519 0.373 6.768  0.06
H55 5.456 -0.679 8.782  0.07
H56 3.984 -1.533 8.320  0.07
Cl9 -1.959 7.380 4.954  0.55
C25 -0.420 6.901 4.142  -0.63
C26 0.474 8.092 3.869  -0.65
Cl10 0.969 8.834 5.432  0.53
H57 -0.703 6.393 3.221  0.06
H58 0.008 6.143 4.793  0.04
H59 -0.154 8.838 3.385  0.04
H60 1.321 7.835 3.244  0.04
Cl11 1.818 5.216 -2.518  0.53
C27 0.122 5.025 -3.070  -0.63
C28 -0.887 5.460 -2.025  -0.66
Cl12 -0.707 7.162 -1.588  0.57
H61 -0.086 4.029 -3.450  0.08
H62 0.029 5.717 -3.906  0.06
H63 -0.906 4.882 -1.103  0.04
H64 -1.895 5.401 -2.436  0.07

Cartesian forces, eV/Å:
C 0.3 0.0 0.0
O 0.2 0.2 -0.1
C -0.3 -0.7 0.5
C 0.9 0.1 0.1
O -0.6 0.2 -0.4
C 0.1 -0.1 0.7
H -0.1 -0.1 0.0
H -0.1 0.2 0.0
H -0.1 -0.1 -0.1
H 0.0 -0.1 -0.2
H -0.3 0.3 -0.2
H 0.0 -0.1 0.0
H -0.2 -0.1 -0.2
H 0.2 0.3 -0.3
H -0.1 0.0 0.1
H 0.0 -0.1 0.0
C 0.1 0.1 -0.3
O -0.7 0.1 -0.4
C 0.1 -0.5 0.9
C -0.1 -0.5 -0.2
O 0.4 0.1 0.2
C -0.9 -0.1 0.0
H -0.2 -0.2 -0.4
H 0.1 0.3 0.5
H 0.4 -0.2 0.3
H 0.2 0.5 -0.1
H -0.1 -0.1 -0.4
H 0.0 0.3 0.0
H 0.1 0.0 0.1
H 0.1 -0.1 0.0
H 0.3 0.2 -0.3
H 0.1 -0.1 0.0
C 0.0 -0.5 -0.3
O 0.0 0.2 0.2
C -0.5 -0.3 -0.5
C 1.3 0.5 0.0
O -0.2 -0.6 -0.4
C 0.9 0.6 0.9
H 0.0 0.0 0.0
H -0.1 0.0 0.2
H 0.0 0.3 0.0
H 0.4 0.3 0.1
H -0.1 0.2 0.0
H -0.3 -0.2 0.1
H -0.5 -0.3 0.2
H -0.3 -0.1 -0.4
H -0.4 -0.1 -0.4
H -0.1 0.0 0.1
C -0.5 -0.7 0.2
O 0.3 0.1 0.2
C -0.6 -0.1 -0.3
C 0.8 -0.3 0.3
O -0.4 -0.2 0.5
C -0.1 0.3 -0.1
H 0.2 0.6 -0.3
H 0.1 0.0 -0.2
H -0.2 -0.3 0.3
H -0.1 0.1 0.1
H 0.4 0.1 -0.2
H 0.3 0.0 0.1
H 0.1 0.1 -0.2
H 0.0 -0.2 0.3
H 0.2 -0.1 -0.4
H -0.2 0.0 -0.2
Cl -0.2 0.1 0.0
C -0.5 0.3 0.1
C 0.0 -0.2 -0.4
Cl 0.2 -0.1 0.4
H 0.3 -0.2 -0.1
H 0.1 0.1 0.3
H -0.2 0.2 -0.3
H 0.2 -0.2 -0.1
Cl 0.5 0.3 -0.1
C -0.4 -0.2 -0.8
C -0.3 -1.1 0.6
Cl 0.2 0.5 -0.1
H -0.2 0.1 0.5
H 0.1 -0.1 0.0
H 0.2 0.0 -0.1
H 0.1 0.4 0.0
Cl -0.3 0.0 0.0
C 0.6 -0.3 0.1
C -0.1 0.4 0.1
Cl -0.3 -0.3 -0.3
H 0.0 -0.1 0.0
H -0.3 0.1 0.1
H 0.3 -0.1 0.1
H 0.1 0.2 -0.1
Cl -0.1 0.0 0.0
C 0.4 -0.6 0.0
C 0.3 0.4 0.2
Cl -0.2 -0.2 0.0
H -0.1 0.1 0.0
H 0.0 0.2 0.0
H 0.0 0.1 -0.3
H -0.3 0.0 0.2
Cl 0.1 0.1 -0.2
C -0.1 -0.4 0.1
C -1.3 0.0 0.5
Cl 0.4 -0.1 -0.3
H 0.0 0.2 0.0
H 0.2 0.2 -0.1
H 0.3 0.1 -0.2
H 0.2 0.0 0.3
Cl -0.2 -0.4 0.0
C -0.2 0.9 -0.1
C -0.4 -0.4 0.0
Cl 0.2 0.6 0.1
H 0.2 -0.2 0.3
H 0.0 -0.1 -0.1
H 0.3 0.0 -0.2
H 0.1 -0.3 -0.2

* structure (SMILES): COCCOC.COCCOC.COCCOC.COCCOC.ClCCCl.ClCCCl.ClCCCl.ClCCCl.ClCCCl.ClCCCl
* relative energy (zero: lowest compared OMol25 entry of this formula, charge and spin): 0.0 kcal per mole
* molecular weight: 954.25 g/mol
* orbital gap: 9.79 eV


(2)
A 2-piece molecular cluster, C11H16NOS overall in a non-equilibrium geometry. Source: the Open Molecules 2025 dataset; level of theory: wB97M-V/def2-TZVPD.

Each line ends with the Löwdin charge.
Geometry (Å):
C1 1.009 1.472 3.461  -0.02
C2 -0.180 1.722 2.716  -0.05
C3 2.162 1.427 2.669  -0.02
C4 -0.241 1.729 1.351  -0.08
C5 2.073 1.358 1.218  0.00
C6 0.873 1.500 0.551  -0.37
C7 -1.352 -0.387 -1.620  -0.19
C8 0.531 -1.310 -0.375  -0.15
C9 -1.881 -1.717 -1.818  -0.19
C10 -0.082 -2.703 -0.710  -0.17
C11 0.859 1.640 -0.852  -0.39
N1 0.111 -0.349 -1.388  -0.04
O1 -1.496 -2.560 -0.693  -0.14
S1 -0.082 2.801 -1.738  0.94
H1 1.024 1.581 4.528  0.11
H2 -1.191 1.874 3.208  0.14
H3 3.148 1.463 3.125  0.11
H4 -1.208 1.643 0.888  0.11
H5 3.006 1.473 0.634  0.13
H6 -1.586 0.260 -2.511  0.14
H7 -1.784 0.019 -0.727  0.12
H8 0.228 -0.939 0.615  0.14
H9 1.546 -1.431 -0.378  0.10
H10 -3.061 -1.887 -1.705  0.19
H11 -1.558 -2.182 -2.747  0.12
H12 0.272 -3.167 -1.690  0.15
H13 0.373 -3.354 0.165  0.17
H14 1.730 1.255 -1.298  0.08
H15 0.658 -0.309 -2.239  0.14
H16 -0.642 3.370 -0.677  -0.09

Cartesian forces, eV/Å:
C -0.2 1.5 -2.5
C -1.6 -0.4 1.7
C -0.3 -0.6 -1.3
C -0.6 -1.0 -0.1
C 1.6 0.9 1.7
C 0.3 0.9 1.8
C 0.7 2.6 -1.0
C -2.3 -0.7 -1.0
C -3.1 -3.7 1.3
C 1.2 -0.5 1.8
C -1.5 -0.7 -0.9
N -0.3 1.3 0.1
O 1.1 -0.3 -0.6
S 0.8 -0.7 0.0
H 0.1 -0.3 0.3
H 1.6 -0.3 -0.2
H -0.2 -0.2 -0.1
H -0.4 0.7 -0.1
H -0.5 -0.5 0.5
H 0.2 -0.4 1.0
H -0.4 0.5 0.4
H -0.2 -0.4 -0.3
H 2.9 0.1 0.0
H 2.5 1.3 -0.8
H 0.1 -0.1 -0.2
H -0.3 0.8 1.1
H -1.6 0.7 -1.7
H 1.0 0.2 -0.9
H -0.1 -0.7 -0.1
H -0.3 0.0 0.3

* relative energy (zero: lowest compared OMol25 entry of this formula, charge and spin): 43.2 kcal per mole
* molecular weight: 210.32 g/mol
* total charge: +1
* orbital gap: 8.13 eV


(3)
C34H47BN6PRuS3 as an isolated structure. Source: the Open Molecules 2025 dataset; level of theory: wB97M-V/def2-TZVPD.

Each line ends with the Löwdin charge.
Geometry (Å):
Ru1 -0.036 -0.120 0.667  0.45
C1 4.543 -4.023 -2.147  -0.03
C2 4.003 -2.859 -1.328  -0.52
C3 3.592 -3.355 0.054  -0.03
C4 5.036 -1.740 -1.289  -0.02
N1 2.747 -2.329 -2.046  0.05
C5 2.249 -2.860 -3.173  0.06
C6 1.139 -2.114 -3.537  0.05
N2 0.950 -1.155 -2.617  0.05
B1 -0.116 -0.006 -2.900  -0.52
N3 -1.546 -0.341 -2.400  0.03
C7 -2.606 0.126 -3.148  0.00
C8 -3.738 -0.422 -2.660  0.02
N4 -3.386 -1.248 -1.616  0.03
C9 -2.051 -1.163 -1.462  -0.60
S1 -1.127 -1.966 -0.208  0.73
C10 -4.376 -2.168 -0.900  -0.52
C11 -4.392 -1.828 0.582  -0.04
C12 -5.761 -1.924 -1.486  -0.03
C13 -3.966 -3.612 -1.169  -0.02
N5 0.448 1.391 -2.512  0.04
C14 1.311 2.022 -3.383  0.00
C15 1.657 3.212 -2.846  0.02
N6 0.995 3.334 -1.645  0.04
C16 0.275 2.216 -1.464  -0.60
S2 -0.757 1.865 -0.093  0.73
C17 1.135 4.535 -0.709  -0.52
C18 1.748 4.039 0.596  -0.03
C19 -0.231 5.186 -0.526  -0.02
C20 2.077 5.537 -1.363  -0.03
C21 1.934 -1.285 -1.678  -0.63
S3 2.111 -0.333 -0.304  0.84
H1 5.436 -4.384 -1.640  0.11
H2 4.845 -3.721 -3.150  0.10
H3 3.846 -4.859 -2.202  0.10
H4 4.449 -3.859 0.499  0.11
H5 2.780 -4.079 -0.015  0.10
H6 3.306 -2.546 0.722  0.05
H7 5.944 -2.139 -0.838  0.11
H8 4.724 -0.889 -0.690  0.05
H9 5.285 -1.401 -2.294  0.10
H10 2.693 -3.704 -3.667  0.14
H11 0.521 -2.199 -4.414  0.16
H12 -0.190 0.009 -4.093  0.13
H13 -2.462 0.783 -3.986  0.14
H14 -4.752 -0.317 -2.994  0.13
H15 -4.654 -0.781 0.733  0.09
H16 -3.441 -2.047 1.066  0.04
H17 -5.155 -2.437 1.065  0.11
H18 -6.110 -0.904 -1.327  0.10
H19 -6.452 -2.586 -0.966  0.11
H20 -5.813 -2.172 -2.545  0.10
H21 -3.003 -3.869 -0.732  0.05
H22 -3.938 -3.813 -2.240  0.10
H23 -4.710 -4.271 -0.724  0.11
H24 1.588 1.582 -4.323  0.14
H25 2.297 3.982 -3.231  0.13
H26 1.092 3.359 1.142  0.03
H27 1.936 4.899 1.238  0.10
H28 2.704 3.549 0.410  0.10
H29 -0.943 4.543 -0.014  0.04
H30 -0.649 5.490 -1.484  0.10
H31 -0.103 6.081 0.082  0.11
H32 3.080 5.136 -1.510  0.10
H33 2.166 6.386 -0.687  0.11
H34 1.689 5.916 -2.308  0.10
C22 -2.891 0.715 2.737  -0.20
P1 -1.138 0.322 2.714  0.88
C23 -0.228 1.696 3.398  -0.39
C24 -0.739 2.996 3.302  -0.11
C25 -0.014 4.055 3.817  -0.05
C26 1.226 3.827 4.408  -0.04
C27 1.744 2.543 4.488  -0.04
C28 1.018 1.471 3.988  -0.07
C29 -0.813 -1.147 3.674  -0.39
C30 0.138 -2.070 3.242  -0.14
C31 0.430 -3.190 4.006  -0.05
C32 -0.235 -3.388 5.209  -0.03
C33 -1.179 -2.470 5.651  -0.03
C34 -1.468 -1.348 4.892  -0.05
H35 -3.135 1.114 3.723  0.08
H36 -3.463 -0.190 2.553  0.04
H37 -3.140 1.461 1.982  0.05
H38 -1.704 3.188 2.852  0.10
H39 -0.419 5.057 3.775  0.12
H40 1.781 4.656 4.825  0.13
H41 2.701 2.372 4.961  0.12
H42 1.404 0.463 4.096  0.11
H43 0.692 -1.950 2.305  0.06
H44 1.170 -3.901 3.669  0.12
H45 -0.014 -4.260 5.809  0.13
H46 -1.689 -2.627 6.592  0.13
H47 -2.196 -0.636 5.258  0.12

Cartesian forces, eV/Å:
Ru -0.4 0.2 0.2
C 0.1 0.0 0.1
C -0.2 0.0 -0.1
C 0.1 0.0 0.0
C 0.0 0.0 0.0
N 0.1 -0.1 0.0
C 0.0 0.0 0.0
C 0.0 0.0 0.0
N -0.1 0.0 0.0
B 0.1 0.0 -0.1
N 0.0 0.0 -0.1
C 0.0 0.0 0.0
C 0.1 -0.1 0.0
N -0.1 0.0 0.0
C 0.0 -0.1 0.3
S 0.0 -0.2 -0.1
C 0.1 0.1 -0.2
C 0.0 0.0 0.1
C -0.1 -0.1 0.1
C 0.0 0.0 0.0
N 0.0 0.0 0.0
C 0.0 -0.1 0.0
C -0.1 0.0 0.0
N 0.1 0.1 0.0
C -0.1 0.0 0.3
S 0.1 0.1 -0.1
C 0.0 -0.2 -0.2
C 0.0 0.1 0.1
C 0.0 0.0 0.1
C 0.0 0.1 0.1
C 0.1 0.1 0.2
S 0.3 0.0 -0.2
H 0.0 0.0 0.0
H 0.0 0.0 0.0
H 0.0 0.0 0.0
H 0.0 0.0 0.0
H 0.0 0.0 0.0
H 0.0 0.0 0.0
H 0.0 0.0 0.0
H 0.0 0.0 0.0
H 0.0 0.0 0.0
H 0.0 0.0 0.0
H 0.0 0.0 0.0
H 0.0 0.0 0.0
H 0.0 0.0 0.0
H 0.0 0.0 0.0
H 0.0 0.0 0.0
H 0.0 0.0 0.0
H 0.0 0.0 0.0
H 0.0 0.0 0.0
H 0.0 0.0 0.0
H 0.0 0.0 0.0
H 0.1 0.0 0.0
H 0.0 0.0 0.0
H 0.0 0.0 0.0
H 0.0 0.0 0.0
H 0.0 0.0 0.0
H 0.0 0.0 0.0
H 0.0 0.0 0.0
H 0.0 0.0 0.0
H 0.0 -0.1 0.0
H 0.0 0.0 0.0
H 0.0 0.0 0.0
H 0.0 0.0 0.0
H 0.0 0.0 0.0
H 0.0 0.0 0.0
C 0.0 0.1 0.1
P 0.1 -0.2 -0.4
C 0.0 0.2 0.0
C 0.1 0.0 0.0
C 0.0 -0.1 0.0
C 0.0 0.1 0.0
C 0.0 0.0 0.0
C 0.1 0.0 0.0
C -0.1 0.0 0.2
C 0.2 -0.2 -0.1
C -0.1 0.1 0.0
C 0.0 0.0 0.0
C 0.0 0.0 0.0
C 0.0 0.0 0.0
H -0.1 0.0 0.0
H 0.0 0.0 0.0
H 0.0 0.0 0.0
H 0.0 0.0 0.0
H 0.0 0.0 0.0
H 0.0 0.0 0.0
H 0.0 0.0 0.0
H 0.0 0.0 0.0
H -0.1 0.1 0.1
H 0.0 0.0 0.0
H 0.0 0.0 0.0
H 0.0 0.0 0.0
H 0.0 0.0 0.0

* relative energy (zero: lowest compared OMol25 entry of this formula, charge and spin): 5.2 kcal per mole
* multiplicity: 5
* molecular weight: 778.85 g/mol
* total charge: +3
* orbital gap (alpha / beta): 6.54 / 5.14 eV


(4)
An isolated ion of composition C3H8N3OS and charge +1 in a non-equilibrium geometry. Source: the Open Molecules 2025 dataset; level of theory: wB97M-V/def2-TZVPD.

Each line ends with the Löwdin charge.
Geometry (Å):
C1 -1.930 -1.526 0.274  -0.35
C2 0.017 0.189 -0.298  -0.79
C3 1.574 0.925 1.275  -0.02
N1 -0.730 -2.070 0.004  -0.10
N2 0.324 -1.576 -0.149  0.17
N3 0.060 0.232 -1.781  0.22
O1 1.012 1.014 -0.060  -0.14
S1 -1.681 0.450 0.255  0.94
H1 -2.832 -1.653 -0.408  0.12
H2 -2.185 -1.987 1.233  0.11
H3 1.893 -0.144 1.469  0.10
H4 0.879 1.105 2.131  0.10
H5 2.468 1.653 1.142  0.14
H6 -0.630 -0.330 -2.280  0.17
H7 0.983 0.131 -2.013  0.13
H8 -0.226 1.169 -2.104  0.18

Cartesian forces, eV/Å:
C -2.9 2.2 0.3
C -1.7 -1.8 -0.4
C 1.9 -0.2 0.4
N 0.7 -3.0 -0.8
N 0.6 2.8 -0.3
N -3.9 1.6 -0.9
O 0.5 0.3 2.0
S 0.7 -1.2 0.5
H 1.7 -0.5 0.4
H -0.4 0.8 0.3
H 0.1 1.2 -0.5
H 0.3 0.7 -1.1
H -1.6 -1.4 1.1
H 0.5 -0.8 0.2
H 3.1 -0.9 -1.4
H 0.4 0.1 0.4

* structure (SMILES): CO[C@@]1([NH3+])N=NCS1
* relative energy (zero: lowest compared OMol25 entry of this formula, charge and spin): 69.9 kcal per mole
* molecular weight: 134.18 g/mol
* total charge: +1
* orbital gap: 9.58 eV


(5)
A 2-piece molecular cluster, C7H15N3O2 overall in a non-equilibrium geometry. Source: the Open Molecules 2025 dataset; level of theory: wB97M-V/def2-TZVPD.

Each line ends with the Löwdin charge.
Geometry (Å):
C1 1.307 1.206 1.374  -0.27
C2 1.329 -0.296 1.543  -0.10
C3 0.020 -1.026 1.275  -0.26
C4 -0.048 -2.465 1.063  -0.06
C5 -0.318 -1.526 -0.003  -0.32
C6 -0.640 -1.200 -1.210  0.05
C7 0.463 1.746 2.582  -0.50
H1 -3.554 -0.555 -6.532  0.03
H2 -1.959 -0.345 -6.986  0.09
H3 -2.491 -2.565 -5.452  0.02
H4 -2.472 -1.241 -4.498  0.07
H5 2.637 2.923 1.042  0.10
H6 3.229 1.514 0.534  0.10
H7 0.667 1.494 0.541  0.14
H8 2.036 -0.745 0.934  0.10
H9 1.629 -0.504 2.582  0.14
H10 -0.962 -0.722 1.781  0.18
H11 0.804 -3.081 1.032  0.10
H12 -1.008 -2.896 1.361  0.12
H13 -1.144 -1.870 -1.972  0.08
H14 -0.603 -0.124 -1.443  0.06
H15 2.123 2.391 2.996  0.09
N1 -2.680 -0.986 -6.573  -0.11
N2 -2.225 -1.633 -5.428  -0.11
N3 2.631 1.912 1.277  0.02
O1 1.254 2.371 3.496  0.08
O2 -0.716 1.709 2.679  0.13

Cartesian forces, eV/Å:
C -1.3 1.8 -0.2
C -0.9 0.0 1.9
C -1.3 3.1 2.2
C -2.1 -1.8 -0.3
C 0.6 -0.4 -0.9
C -1.5 0.5 -2.2
C 2.1 1.2 -0.1
H -1.5 0.8 0.3
H -1.1 -0.9 0.9
H -0.5 -1.9 -0.1
H 0.1 0.0 -1.2
H -0.9 -0.9 0.2
H -0.5 -0.1 0.8
H 0.0 -0.3 -0.4
H 1.6 -0.8 -1.4
H 0.1 0.0 -0.2
H 1.9 0.3 -0.3
H 0.9 -0.7 -0.1
H 0.7 -0.5 0.6
H 1.2 0.6 0.9
H -0.3 -0.5 -0.2
H -0.4 0.0 1.2
N 2.3 0.4 -1.4
N 0.7 1.6 1.4
N 0.3 -0.5 -0.4
O 0.5 -0.3 -1.1
O -0.9 -0.5 0.0

* structure (SMILES): C=C1C[C@H]1C[C@H](N)C(=O)O.NN
* relative energy (zero: lowest compared OMol25 entry of this formula, charge and spin): 73.0 kcal per mole
* molecular weight: 173.22 g/mol
* orbital gap: 10.03 eV


| no. | electronic energy (eV) |
| --- | --- |
| 1 | -196719.3066 |
| 2 | -26030.2066 |
| 3 | -89994.2873 |
| 4 | -20583.5894 |
| 5 | -16063.9347 |